Entry 1:
A molecular structure, C28H33N2OPb in a non-equilibrium geometry, computed with ωB97M-V/def2-TZVPD.

CARTESIAN COORDINATES (ANGSTROEM)
Pb (-0.07510, 0.13870, 1.29371)
O (-2.97320, -0.31584, -3.70026)
N (-1.47377, 1.32561, -3.48895)
N (-0.37009, 1.01521, 3.50509)
C (-0.99741, 2.51645, 5.08768)
C (-2.34180, -1.97986, 1.21980)
C (2.35545, -0.13814, -4.56868)
C (2.82551, -0.13764, 1.99881)
C (-2.08538, 0.19177, -3.01626)
C (3.52168, 0.52095, -4.16640)
C (-1.63653, -0.36113, -1.66082)
C (-1.57341, -2.43176, 2.32586)
C (2.58421, 0.02376, -0.28875)
C (2.17657, 2.22463, -3.08896)
C (-1.37027, 3.13847, 2.60299)
C (-0.44810, 1.39276, 5.73930)
C (2.52321, 1.33883, 0.25188)
C (-3.54603, -2.05037, -1.47423)
C (1.00751, 1.53967, -3.44113)
C (-1.58664, -2.21850, 0.02538)
C (2.65676, 1.24123, 1.66897)
C (-0.35961, -2.98539, 1.82213)
C (2.76579, -0.88684, 0.78498)
C (-0.92942, 2.25621, 3.69819)
C (1.09957, 0.38009, -4.21707)
C (-0.33149, 2.07270, -2.97081)
C (-2.02256, -1.85270, -1.37940)
C (-1.30081, -2.74496, -2.39587)
C (-0.05843, 0.47983, 4.73454)
C (3.42910, 1.70919, -3.42845)
C (-0.36943, -2.86975, 0.40691)
C (0.57508, -0.83490, 4.92264)
H (2.40590, -1.05487, -5.15877)
H (-0.84319, 4.10205, 2.66678)
H (-0.22640, -2.52278, -2.41637)
H (-0.32255, 1.20974, 6.79951)
H (-0.36137, 2.09746, -1.86875)
H (-4.07519, -1.35545, -0.81027)
H (2.58477, -0.23251, -1.34882)
H (-3.80362, -3.08048, -1.18957)
H (1.57829, -0.86945, 4.47084)
H (-2.44449, 3.35444, 2.70062)
H (-1.19461, 2.71825, 1.59739)
H (-0.53949, -0.24552, -1.58284)
H (-3.36216, -1.58848, 1.24506)
H (-1.71722, -2.56044, -3.39113)
H (-1.39668, 3.41537, 5.53598)
H (3.07008, -0.53249, 2.98319)
H (0.41805, -3.47237, 2.41106)
H (2.69686, 2.07363, 2.37004)
H (-0.04187, -1.64952, 4.51464)
H (0.68771, -1.00977, 6.00104)
H (4.33559, 2.23297, -3.11389)
H (2.48969, 2.25986, -0.32321)
H (2.08785, 3.16677, -2.53979)
H (-3.87012, -1.85881, -2.50102)
H (-1.89188, -2.41602, 3.37101)
H (4.50072, 0.11544, -4.43178)
H (-1.93756, 1.72052, -4.29942)
H (-1.44613, -3.80083, -2.13518)
H (-0.43373, 3.11629, -3.30302)
H (2.91178, -1.96239, 0.68857)
H (0.38780, -3.25151, -0.28668)
H (0.18635, -0.11528, -4.55483)
H (-2.10411, 0.29786, -0.90326)

HOMO energy = -0.147 Eh
LUMO energy = 2.4429 eV
net charge = -1

---

Entry 2:
C5H6FN in the gas phase in a non-equilibrium geometry, computed with ωB97M-V/def2-TZVPD.

CARTESIAN COORDINATES (ANGSTROEM)
F (-2.00930, -1.66709, -0.58926)
N (-3.32762, 0.94873, 0.82469)
C (2.19897, 0.23210, 0.33698)
C (-0.18988, -0.28609, 0.17803)
C (-1.49154, -0.32794, -0.50729)
C (0.90376, 0.27297, -0.26422)
C (-2.48057, 0.41106, 0.29482)
H (-0.26833, -1.10927, 0.98881)
H (2.54913, -0.68130, -0.07777)
H (2.74989, 1.18557, 0.17041)
H (-1.48000, 0.08594, -1.56666)
H (0.75794, 0.88896, -1.12812)
H (2.08756, 0.04635, 1.33959)

energy above the lowest of the compared OMol25 structures with the same formula, charge and spin = 1.652 eV
HOMO energy = -0.383 Eh
LUMO energy = 0.8232 eV

---

Entry 3:
10 unconnected molecules or ions with the total composition C31H78ClN2O13 in a non-equilibrium geometry, computed with ωB97M-V/def2-TZVPD.

CARTESIAN COORDINATES (ANGSTROEM)
Cl (0.57403, -0.42178, -0.35971)
O (1.11371, 0.11131, 5.09619)
O (-9.39889, 2.02317, -1.02392)
O (6.11926, -3.89304, 1.38894)
O (4.34668, 4.08951, 0.73218)
O (-3.14512, -4.83257, -1.01600)
O (-1.15664, 4.20180, 0.90837)
O (-1.63038, 0.66531, -5.07601)
O (0.98102, -1.44610, -1.30718)
O (4.28677, 1.34920, -5.65557)
O (1.61161, -0.13300, 0.61584)
O (-0.66458, -0.70895, 0.30255)
O (0.38551, 0.72343, -1.16812)
O (2.16543, -5.45425, 1.04835)
N (-8.64397, 0.90600, -1.44551)
N (5.68805, 4.26763, 1.00773)
C (8.48353, 3.66029, 1.59685)
C (1.78582, -6.66261, 1.65340)
C (-6.53095, -0.38155, -1.28427)
C (-7.37345, -1.67448, -1.22749)
C (6.38182, 2.24400, -0.38568)
C (-10.36818, -0.59839, -0.38822)
C (-7.35984, 0.78097, 0.78454)
C (8.00849, 4.22347, 0.19505)
C (6.55180, 3.76729, -0.12604)
C (7.54380, 4.20443, 2.66176)
C (6.04730, 3.91794, 2.40572)
C (2.93195, -7.66507, 1.74013)
C (0.35048, -0.96366, 5.63116)
C (-2.38508, -5.35562, -2.00830)
C (-2.03803, 3.86944, 3.12952)
C (-3.02323, -6.65333, -2.36959)
C (-0.93310, 4.46309, 2.26021)
C (-7.35490, 0.84733, -0.74591)
C (1.18031, -2.21141, 5.29681)
C (-2.68742, -0.70193, -6.87473)
C (-10.55856, -0.03134, -2.74365)
C (6.19742, 4.58454, -1.44804)
C (6.29474, -2.50387, 1.58849)
C (-9.49937, -0.29502, -1.63564)
C (-8.69187, -1.55814, -2.05773)
C (5.33577, 4.87300, 3.36513)
C (3.31117, 1.08114, -4.64490)
C (5.61161, 2.52455, 2.82515)
C (-6.44602, 2.12639, -1.09866)
C (7.78349, -2.18285, 1.60277)
C (-2.01268, -0.66273, -5.51009)
H (1.45205, -4.81733, 1.13211)
H (6.26986, 1.87435, 2.24891)
H (-0.92242, 5.54725, 2.37240)
H (1.37545, -2.29248, 4.22749)
H (0.99975, 0.09198, 4.14317)
H (-6.87053, 3.04261, -0.68826)
H (1.49446, -6.39657, 2.66949)
H (2.14473, -2.32074, 5.79282)
H (-1.16624, 0.50747, -4.25063)
H (-2.88712, -7.32413, -1.52130)
H (4.25301, 4.79718, 3.26514)
H (-3.73563, -0.42530, -6.76126)
H (7.80133, 5.26337, 2.68244)
H (-4.10643, -6.59788, -2.47782)
H (-5.62753, -0.53764, -0.69471)
H (5.38463, 1.81406, -0.29151)
H (5.71120, -1.87638, 0.91481)
H (7.86806, 3.84098, 3.63688)
H (-7.65781, -1.88775, -0.19706)
H (5.57270, 5.91445, 3.14754)
H (-9.19169, -2.49769, -1.82208)
H (4.20636, 3.14244, 0.80258)
H (-3.03899, 4.27136, 2.97251)
H (-8.02637, 1.57571, 1.11954)
H (8.30694, -2.87550, 2.26182)
H (-11.09441, -1.39771, -0.53579)
H (-1.80397, 3.96189, 4.19007)
H (-0.80094, 3.35087, 0.64196)
H (0.66915, -3.11505, 5.62885)
H (-2.24914, -0.02642, -7.60937)
H (3.21443, -8.11232, 0.78710)
H (-6.39424, 0.92994, 1.26778)
H (5.19912, -4.16622, 1.37111)
H (4.60092, 2.13770, 2.69492)
H (-2.54978, -6.96152, -3.30177)
H (0.09293, 4.13113, 2.41885)
H (3.81446, -7.43001, 2.33513)
H (-2.91238, -3.90758, -0.90720)
H (5.90264, 2.31000, 3.85343)
H (-0.64008, -1.13493, 5.20977)
H (-9.75460, -0.89752, 0.46157)
H (8.26831, -2.29359, 0.63283)
H (-10.99701, 0.24629, -0.10681)
H (4.79390, 0.55804, -5.85173)
H (-10.15845, 0.56202, -3.56580)
H (6.54663, 5.61694, -1.43028)
H (2.48459, -8.42165, 2.38477)
H (2.78752, 1.92712, -4.19971)
H (-5.48512, 1.88893, -0.64216)
H (-2.69236, -1.74832, -7.17990)
H (-1.40871, -5.51781, -1.55169)
H (-6.75450, -2.51291, -1.54691)
H (-11.32642, 0.63519, -2.35094)
H (-6.32776, 2.25866, -2.17412)
H (5.11731, 4.52421, -1.58153)
H (-2.31083, -4.65970, -2.84394)
H (3.68543, 0.43727, -3.84900)
H (-2.10355, 2.79085, 2.98655)
H (6.59842, 4.05141, -2.31005)
H (-1.12924, -1.30114, -5.51974)
H (0.20996, -0.87380, 6.70833)
H (6.54850, 2.00129, -1.43516)
H (5.87028, -2.32425, 2.57626)
H (-7.65693, -0.20791, 1.13377)
H (-2.66835, -1.17366, -4.80500)
H (7.10113, 1.65692, 0.18531)
H (8.64389, 4.01161, -0.66488)
H (-6.19271, -0.24970, -2.31202)
H (8.00095, -1.20939, 2.04231)
H (-8.34626, -1.45505, -3.08635)
H (2.54751, 0.47150, -5.12789)
H (-9.61839, 1.86602, -0.10266)
H (8.44124, 2.57112, 1.59321)
H (-10.89699, -1.01564, -3.06725)
H (5.65293, 4.75011, 4.40070)
H (0.97359, -7.07575, 1.05533)
H (8.22292, 5.28754, 0.29447)
H (9.50571, 3.90701, 1.88385)

HOMO energy = -0.240 Eh
LUMO energy = 2.1138 eV
net charge = -1

---

Entry 4:
A molecular structure, C9H12F15FeN4O23S5 in a non-equilibrium geometry, computed with ωB97M-V/def2-TZVPD.

CARTESIAN COORDINATES (ANGSTROEM)
Fe (-37.87232, -3.55107, -0.70738)
S (-39.25053, -6.57746, -0.61538)
S (-37.32610, -5.26984, -3.74644)
S (-38.54349, -1.16106, -2.92269)
S (-35.00722, -5.51248, -0.83813)
S (-39.56928, -1.80297, 1.54920)
F (-41.85834, -1.37836, 2.83062)
F (-34.43574, -5.78925, 1.77294)
F (-39.71442, -7.66083, 1.83598)
F (-38.54281, -4.02223, -5.87255)
F (-38.91778, -6.14181, -5.71056)
F (-41.32045, -8.06001, 0.46841)
F (-41.32583, -3.51555, 2.48449)
F (-42.02790, -2.35237, 0.83774)
F (-41.08644, -5.99881, 1.20635)
F (-32.97735, -6.69948, 0.46095)
F (-36.53491, 0.36238, -1.89251)
F (-38.39329, 1.39235, -1.90059)
F (-39.98081, -4.88123, -4.39234)
F (-37.47931, 1.15750, -3.79554)
F (-32.98041, -4.53498, 0.74832)
O (-38.87771, -1.76005, 2.84621)
O (-37.69448, -4.43598, -2.59977)
O (-36.09727, -4.96379, -4.44141)
O (-39.05187, -2.86155, 0.66387)
O (-35.81882, -3.28697, 3.43741)
O (-34.48856, -1.84584, 0.57479)
O (-40.17337, -3.49703, -1.86835)
O (-37.30913, -6.71159, -3.31968)
O (-36.13809, -4.61723, -0.49408)
O (-35.63305, -2.53593, -2.22585)
O (-34.21328, -5.02780, -1.94755)
O (-38.21052, -1.96395, -1.71285)
O (-42.00346, -4.40715, -1.03955)
O (-39.97433, -0.86892, -3.02241)
O (-34.11823, -1.03578, -2.30883)
O (-38.64156, -5.29162, -0.21612)
O (-38.26467, -7.58514, -0.92846)
O (-40.15210, -6.34196, -1.69097)
O (-39.74800, -0.53869, 0.83401)
O (-37.98658, -1.69296, -4.19259)
O (-35.52748, -6.85847, -1.07359)
O (-36.60931, -1.88479, 0.34067)
O (-37.19911, -4.08175, 1.99635)
N (-36.74657, -3.98529, 3.15080)
N (-41.38718, -3.75302, -1.89382)
N (-35.56650, -1.36909, 0.78626)
N (-34.85080, -1.84229, -2.85575)
C (-37.33681, -4.81874, 4.22793)
C (-41.34928, -2.27395, 1.97597)
C (-35.62327, -0.16674, 1.62313)
C (-40.43081, -7.08937, 0.81809)
C (-42.13333, -3.22994, -3.10008)
C (-33.77147, -5.59894, 0.68050)
C (-37.66862, 0.56386, -2.60524)
C (-34.62562, -2.12742, -4.32121)
C (-38.80055, -5.01537, -4.99010)
H (-42.52794, -2.25430, -2.81754)
H (-38.38688, -4.94641, 3.96943)
H (-34.79288, -0.05619, 2.31819)
H (-35.57801, -2.04116, -4.84347)
H (-34.28046, -3.16046, -4.34932)
H (-35.56375, 0.67082, 0.92798)
H (-37.27258, -4.22266, 5.13715)
H (-36.67566, -5.68421, 4.21407)
H (-42.84847, -3.97229, -3.44998)
H (-41.40458, -2.98355, -3.87108)
H (-36.59880, -0.21977, 2.10567)
H (-33.92621, -1.41466, -4.75536)

energy above the lowest of the compared OMol25 structures with the same formula, charge and spin = 0.000 eV
HOMO energy (spin up / spin down) = -0.141 / -0.139 Eh
LUMO energy (spin up / spin down) = 4.1642 / 3.0302 eV
expectation value of S² = 8.76
net charge = -2
spin multiplicity = 6

---

no.,energy (eV)
1,-39847.7264
2,-9487.8355
3,-75520.4328
4,-191897.5889